C24H70N4O13 | the ωB97M-V functional and the def2-TZVPD basis

Atoms and positions in Å:
1 O -1.486 1.147 -1.139
2 C -0.953 -3.848 4.266
3 H 3.863 -0.478 -4.896
4 C -2.791 0.230 3.592
5 O -2.130 5.336 -5.144
6 H 0.662 -1.319 -4.111
7 H -5.126 -2.643 1.397
8 H 6.783 -1.714 -4.203
9 O 5.009 -2.957 -0.127
10 H 6.321 -2.933 -5.467
11 H -0.098 -1.970 3.250
12 C 4.683 -0.008 -3.139
13 N -0.700 -4.662 3.079
14 H 1.905 0.889 -5.801
15 H 0.242 5.602 -5.094
16 H 1.908 1.635 1.373
17 H -1.989 -3.617 4.512
18 H 0.787 4.583 -3.825
19 C -3.397 -0.214 2.199
20 O 0.306 3.389 -1.514
21 H -1.611 4.368 7.068
22 H 3.342 -1.863 -1.570
23 H -3.329 0.991 6.972
24 H 0.555 1.324 -6.763
25 H -5.411 0.035 0.277
26 H 6.810 -2.847 0.962
27 H -1.754 4.523 -3.312
28 H -2.788 -2.579 -0.357
29 C 0.010 4.666 -4.585
30 H -2.516 -0.650 1.728
31 N 5.062 -0.599 -1.777
32 H -0.941 2.943 -5.157
33 O 4.748 -2.205 -4.398
34 H 3.215 -0.276 -0.815
35 C -1.953 4.338 6.033
36 C -3.425 5.858 -4.926
37 C 6.061 -2.000 -4.967
38 O -4.060 0.823 1.596
39 C 5.920 -3.467 0.853
40 C 0.883 1.259 -5.726
41 H -5.027 -3.138 -0.271
42 H -2.578 -2.655 -1.855
43 H 5.468 -3.600 1.836
44 C 2.148 -2.008 4.885
45 C 0.499 -0.248 -3.988
46 H 2.459 -1.588 3.928
47 H 3.737 -1.713 1.011
48 N -3.604 0.463 4.757
49 H -0.103 -1.129 0.044
50 O 1.315 -3.063 4.481
51 H -2.059 1.612 -1.748
52 H -3.326 6.840 -4.463
53 O 0.667 -0.596 -0.155
54 H -2.019 -0.461 3.930
55 H -1.405 2.102 6.859
56 O -3.396 -3.641 0.792
57 O 0.973 1.698 1.569
58 H 3.975 0.821 -3.160
59 H 0.862 2.342 -4.023
60 H -3.850 5.125 -4.241
61 H -0.644 -4.444 5.125
62 C 3.903 -1.088 -1.048
63 O -2.599 -2.038 -1.123
64 H 0.295 -4.729 2.915
65 C 4.448 -1.710 0.185
66 C -1.273 5.206 -4.012
67 C -2.803 0.817 6.033
68 H 5.277 -1.133 0.593
69 H -2.168 -0.057 6.179
70 H -4.167 -0.968 2.362
71 H -0.476 -2.053 4.991
72 H -2.814 -2.918 2.655
73 C -4.471 0.587 0.274
74 H -4.514 1.621 -0.068
75 H 6.247 -4.439 0.482
76 H 3.012 -2.418 5.409
77 H -0.341 -0.138 -3.302
78 H 5.567 0.453 -3.578
79 H 0.378 4.185 -0.988
80 H 1.708 -1.321 5.607
81 H -3.982 5.627 -5.834
82 C 0.957 2.578 -5.083
83 C -1.856 2.028 5.870
84 H 0.317 0.167 -0.614
85 N -0.115 3.490 -5.355
86 H -2.468 5.296 5.959
87 C 4.055 -1.047 -3.987
88 H -0.325 2.846 -1.042
89 H -1.146 6.195 -3.572
90 C -4.839 -3.471 0.750
91 H -3.841 1.405 4.478
92 C -0.006 -2.570 4.155
93 H -1.287 -5.050 1.130
94 H -1.977 0.361 -0.899
95 C -1.391 -4.253 1.866
96 H 1.972 2.968 -5.158
97 H -5.340 -4.378 1.090
98 H -1.069 4.402 5.398
99 O -2.651 3.165 5.613
100 H 5.842 -1.236 -1.694
101 C -2.873 -3.850 2.095
102 H -0.727 -3.534 1.387
103 H 1.442 0.000 -3.501
104 O 0.064 0.281 -5.135
105 H 6.034 -1.275 -5.781
106 H -3.309 -4.577 2.780
107 H 0.606 0.873 1.252
108 H -1.003 1.991 5.192
109 H 3.074 -1.411 -3.678
110 H -3.699 0.087 -0.310
111 H -2.376 1.221 3.407

Summary:
- frontier orbital gap (eV) = 8.52
- energy above the lowest of the compared OMol25 structures with the same formula, charge and spin (kJ/mol) = 536.4
- E_HOMO (Ha) = -0.301
- LUMO level (Eh) = 0.0118
- SMILES = COCCNCCOC.COCCNCCOC.COCCNCCOC.COCCNCCOC.O.O.O.O.O